Computed, not measured: an isolated molecule of C4H7NO2, with the ωB97M-V functional and the def2-TZVPD basis.

Last column: natural (NBO) charge in e.
CARTESIAN COORDINATES (ANGSTROEM)
C -1.50358 -1.16686 -0.28853  -0.679
C -0.46495 -0.11364 -0.04110  0.074
N -0.67119 0.95000 0.63838  -0.118
O -1.99271 0.97525 1.07984  -0.569
C 0.86376 -0.60915 -0.58170  0.186
C 2.26726 0.57964 -0.25599  -0.254
O 1.83985 -0.58618 0.42556  -0.533
H -2.42877 -0.74143 -0.68639  0.243
H -1.10222 -1.90696 -0.98417  0.239
H -1.73842 -1.64908 0.66500  0.239
H -2.05596 1.78287 1.60639  0.480
H 1.66651 0.50768 -1.25641  0.253
H 3.30556 0.47388 -0.58130  0.222
H 2.01484 1.50399 0.26041  0.217

Its HOMO energy is -8.50 eV. The largest force on an atom is 0.754 eV Å⁻¹. The value obtained for the relative energy (zero: lowest compared OMol25 entry of this formula, charge and spin) is 162.8 kcal per mole. Its molar mass is 101.105 g mol⁻¹. For the gap between HOMO and LUMO, the calculation gives 0.324 hartree. Its total charge is 0.

Computed, not measured: an isolated molecule of C4H7NO2, with the ωB97M-V functional and the def2-TZVPD basis.

Last column: natural (NBO) charge in e.
CARTESIAN COORDINATES (ANGSTROEM)
C -1.14285 -0.94136 0.85751  -0.619
C -0.28842 -0.31895 -0.23537  -0.492
C -0.51600 1.08184 -0.66403  0.222
O -1.60156 1.61724 -0.16085  -0.631
C 1.22842 -0.44914 0.02871  0.693
O 1.66230 -1.23042 0.85360  -0.608
N 2.00984 0.34175 -0.75759  -0.837
H -1.03618 -0.38912 1.79554  0.219
H -2.19916 -0.93228 0.57151  0.214
H -0.82137 -1.97022 1.03194  0.239
H -0.44152 -0.84369 -1.19592  0.270
H -1.50590 2.48518 -0.57176  0.511
H 1.57152 1.12362 -1.22950  0.419
H 2.99659 0.36484 -0.55370  0.400

Its HOMO energy is -8.96 eV. The largest force on an atom is 1.039 eV Å⁻¹. The value obtained for the relative energy (zero: lowest compared OMol25 entry of this formula, charge and spin) is 60.1 kcal per mole. Its molar mass is 101.105 g mol⁻¹. For the gap between HOMO and LUMO, the calculation gives 0.352 hartree. Its total charge is 0.

Computed, not measured: an isolated molecule of C4H7NO2, with the ωB97M-V functional and the def2-TZVPD basis.

Last column: natural (NBO) charge in e.
CARTESIAN COORDINATES (ANGSTROEM)
C 0.50548 -1.09291 -0.95420  -0.427
N 0.08948 -0.49425 0.22991  -0.411
C 0.07857 -1.22952 1.35612  0.513
O 0.05109 -0.74880 2.51819  -0.631
C 0.08261 1.04187 0.34135  -0.356
C -0.83006 1.84052 -0.53688  0.394
O -1.30718 1.50505 -1.63222  -0.483
H 0.10077 -0.40017 -1.86351  0.234
H 1.53131 -0.80696 -1.11569  0.180
H 0.28709 -2.17197 -0.94162  0.228
H -0.19664 -2.28095 1.16920  0.129
H 1.03870 1.06743 -0.11850  0.221
H 0.15269 1.38586 1.45375  0.280
H -1.58390 2.38481 0.09411  0.130

Its HOMO energy is -9.32 eV. The largest force on an atom is 5.867 eV Å⁻¹. The value obtained for the relative energy (zero: lowest compared OMol25 entry of this formula, charge and spin) is 77.3 kcal per mole. Its molar mass is 101.105 g mol⁻¹. For the gap between HOMO and LUMO, the calculation gives 0.334 hartree. As for the SMILES: CN(C=O)CC=O. Its total charge is 0.

Computed, not measured: C4H7NO2 as an isolated structure, with the ωB97M-V functional and the def2-TZVPD basis.

Last column: natural (NBO) charge in e.
CARTESIAN COORDINATES (ANGSTROEM)
C 1.96590 -0.78481 0.08514  -0.287
C -0.17792 -0.06761 -0.13363  0.395
C -1.45781 -0.69111 0.02663  -0.262
C -2.58188 0.09741 -0.30081  -0.337
H 1.84408 -0.47655 1.17663  0.193
H 2.60016 -1.63386 -0.14792  0.198
H 2.76760 -0.10563 -0.47046  0.178
H -1.56023 -1.71680 0.94984  0.222
H -2.53954 1.08255 -1.15332  0.255
H -3.43857 -0.41629 0.13946  0.210
H 0.96550 2.60905 0.70184  0.475
N -0.12920 1.19860 0.22004  -0.213
O 0.82883 -1.00854 -0.68335  -0.499
O 0.91309 1.91359 -0.41008  -0.527

Its HOMO energy is -9.33 eV. The largest force on an atom is 7.295 eV Å⁻¹. The value obtained for the relative energy (zero: lowest compared OMol25 entry of this formula, charge and spin) is 202.9 kcal per mole. Its molar mass is 101.105 g mol⁻¹. For the gap between HOMO and LUMO, the calculation gives 0.350 hartree. Its total charge is 0.

Computed, not measured: a 2-piece molecular cluster, C4H7NO2 overall, with the ωB97M-V functional and the def2-TZVPD basis.

Last column: natural (NBO) charge in e.
CARTESIAN COORDINATES (ANGSTROEM)
O -1.35363 -1.60238 0.53638  -0.477
C -0.41170 -0.94454 0.19058  0.544
C 1.06081 -0.86369 0.62182  -0.512
C 1.23376 0.38780 -0.28592  -0.437
C -0.18367 0.18383 -0.79204  0.065
N -0.81574 0.74417 -1.74066  -0.066
O -2.07532 0.22363 -1.89588  -0.526
H 1.20973 -0.72037 1.69486  0.238
H 1.62891 -1.74034 0.29477  0.238
H 1.35962 1.32079 0.27235  0.228
H 2.01278 0.31940 -1.04875  0.229
H -2.42476 0.71693 -2.65031  0.479
H -0.31743 1.16510 2.52374  -0.009
H -0.92334 0.80967 2.27905  0.010

Its HOMO energy is -9.61 eV. The largest force on an atom is 0.630 eV Å⁻¹. The value obtained for the relative energy (zero: lowest compared OMol25 entry of this formula, charge and spin) is 98.7 kcal per mole. Its molar mass is 101.105 g mol⁻¹. For the gap between HOMO and LUMO, the calculation gives 0.350 hartree. As for the SMILES: O=C1CC/C1=N/O.[H][H]. Its total charge is 0.

Computed, not measured: an isolated molecule of C4H7NO2, with the ωB97M-V functional and the def2-TZVPD basis.

Last column: natural (NBO) charge in e.
CARTESIAN COORDINATES (ANGSTROEM)
C -1.19525 -0.29442 -1.50218  -0.720
C 0.18338 -0.49557 -0.92305  0.749
O 1.09384 -1.01527 -1.50339  -0.501
N 0.36090 0.02802 0.44473  -0.520
C 1.01679 1.27082 0.82982  -0.403
C -0.15215 -0.87423 1.31554  0.532
O -0.68085 -1.89850 0.91949  -0.610
H -1.53843 -1.19976 -2.00813  0.254
H -1.11367 0.49867 -2.25287  0.238
H -1.92563 -0.00344 -0.74601  0.229
H 1.05708 1.31791 1.92532  0.215
H 2.04297 1.33223 0.45352  0.214
H 0.46025 2.15261 0.48730  0.199
H -0.05569 -0.61975 2.38396  0.122

Its HOMO energy is -9.96 eV. The largest force on an atom is 0.675 eV Å⁻¹. The value obtained for the relative energy (zero: lowest compared OMol25 entry of this formula, charge and spin) is 21.8 kcal per mole. Its molar mass is 101.105 g mol⁻¹. For the gap between HOMO and LUMO, the calculation gives 0.393 hartree. As for the SMILES: CC(=O)N(C)C=O. Its total charge is 0.

Computed, not measured: an isolated molecule of C4H7NO2, with the ωB97M-V functional and the def2-TZVPD basis.

Last column: natural (NBO) charge in e.
CARTESIAN COORDINATES (ANGSTROEM)
N 0.46446 -1.62103 -0.37616  -0.840
C -0.51015 -0.59642 -0.02837  -0.131
C -1.29715 -0.35418 -1.32604  0.441
O -0.84205 0.01470 -2.36709  -0.500
C 0.03841 0.80185 0.28371  -0.508
C 0.47951 0.98538 1.75667  0.446
O 1.60858 0.86202 2.12921  -0.498
H 1.41991 -1.32413 -0.45275  0.377
H 0.25518 -2.11154 -1.23318  0.369
H -1.24446 -0.83983 0.75441  0.187
H -2.37511 -0.12114 -1.07229  0.090
H 0.78536 1.20375 -0.39635  0.246
H -0.88062 1.40763 0.14959  0.216
H -0.33414 1.11509 2.50235  0.105

Its HOMO energy is -9.54 eV. The largest force on an atom is 3.458 eV Å⁻¹. The value obtained for the relative energy (zero: lowest compared OMol25 entry of this formula, charge and spin) is 53.9 kcal per mole. Its molar mass is 101.105 g mol⁻¹. For the gap between HOMO and LUMO, the calculation gives 0.367 hartree. As for the SMILES: N[C@H](C=O)CC=O. Its total charge is 0.

Computed, not measured: an isolated molecule of C4H7NO2, with the ωB97M-V functional and the def2-TZVPD basis.

Last column: natural (NBO) charge in e.
CARTESIAN COORDINATES (ANGSTROEM)
H -0.90866 -2.33833 -1.70968  0.355
N -0.00219 -2.34536 -1.24794  -0.717
C -0.00821 -1.46325 -0.35339  0.770
O 1.08391 -1.14690 0.38353  -0.485
C 0.75172 -0.04753 1.23151  -0.094
C -0.47716 0.52982 0.53084  0.059
C -0.13868 1.41826 -0.65546  -0.643
O -1.05786 -0.67234 0.00498  -0.506
H 0.53159 -0.41063 2.24225  0.189
H 1.60427 0.63478 1.25884  0.199
H -1.20402 0.97766 1.21232  0.203
H 0.71883 0.99554 -1.19189  0.221
H -0.99261 1.42339 -1.33827  0.230
H 0.09907 2.44489 -0.36765  0.220

Its HOMO energy is -9.90 eV. The largest force on an atom is 0.330 eV Å⁻¹. The value obtained for the relative energy (zero: lowest compared OMol25 entry of this formula, charge and spin) is 24.0 kcal per mole. Its molar mass is 101.105 g mol⁻¹. For the gap between HOMO and LUMO, the calculation gives 0.394 hartree. As for the SMILES: [H]/N=C1/OC[C@@H](C)O1. Its total charge is 0.

Computed, not measured: an isolated molecule of C4H7NO2, with the ωB97M-V functional and the def2-TZVPD basis.

Last column: natural (NBO) charge in e.
CARTESIAN COORDINATES (ANGSTROEM)
C 0.01625 0.83554 1.35690  -0.627
C -0.33472 0.72884 -0.11723  0.085
O -1.51012 -0.05565 -0.20979  -0.709
C 0.80658 0.09746 -0.94156  -0.238
N 0.80071 -1.34311 -0.88890  -0.568
C 0.08587 -2.14142 -0.32296  0.870
O -0.50057 -3.03552 0.16067  -0.516
H 0.36111 -0.12801 1.74784  0.213
H -0.86173 1.14336 1.93107  0.228
H 0.80898 1.57647 1.50379  0.212
H -0.52181 1.73709 -0.51859  0.166
H -1.66481 -0.27163 -1.13942  0.470
H 1.77368 0.45247 -0.56923  0.212
H 0.74059 0.40411 -1.99259  0.201

Its HOMO energy is -10.25 eV. The largest force on an atom is 0.746 eV Å⁻¹. The value obtained for the relative energy (zero: lowest compared OMol25 entry of this formula, charge and spin) is 20.0 kcal per mole. Its molar mass is 101.105 g mol⁻¹. For the gap between HOMO and LUMO, the calculation gives 0.402 hartree. As for the SMILES: C[C@H](O)CN=C=O. Its total charge is 0.

Computed, not measured: an isolated molecule of C4H7NO2, with the ωB97M-V functional and the def2-TZVPD basis.

Last column: natural (NBO) charge in e.
CARTESIAN COORDINATES (ANGSTROEM)
C -0.70517 0.47605 -0.96576  -0.679
C -0.97329 0.19936 0.32708  0.510
N -2.04769 0.69707 1.00335  -0.815
O -0.19249 -0.59834 1.10287  -0.490
C 1.02648 -0.94153 0.45883  -0.174
C 1.70782 0.26504 -0.18324  0.414
O 2.42428 0.15687 -1.14973  -0.544
H -1.16228 1.33480 -1.43476  0.217
H -0.12806 -0.18632 -1.58954  0.229
H -2.07481 0.75838 2.00599  0.399
H -2.70813 1.23311 0.46770  0.399
H 0.86829 -1.71463 -0.30157  0.195
H 1.69495 -1.33499 1.23141  0.217
H 1.59692 1.21475 0.37658  0.123

Its HOMO energy is -8.30 eV. The largest force on an atom is 0.503 eV Å⁻¹. The value obtained for the relative energy (zero: lowest compared OMol25 entry of this formula, charge and spin) is 49.8 kcal per mole. Its molar mass is 101.105 g mol⁻¹. For the gap between HOMO and LUMO, the calculation gives 0.337 hartree. As for the SMILES: C=C(N)OCC=O. Its total charge is 0.